{
  "formula": "C18H15BrCl3GeMnSe3SiTe",
  "method": "wB97M-V/def2-TZVPD",
  "species": ["Mn", "Se", "Se", "Te", "Se", "Br", "Cl", "Si", "Cl", "Cl", "C", "C", "C", "C", "C", "C", "Ge", "C", "C", "C", "C", "C", "C", "C", "C", "C", "C", "C", "C", "H", "H", "H", "H", "H", "H", "H", "H", "H", "H", "H", "H", "H", "H", "H"],
  "positions_angstrom": [[1.825, -2.403, -0.048], [1.767, -2.449, 2.277], [3.020, -0.772, 3.189], [5.269, -1.240, 2.016], [4.214, -1.853, -0.173], [1.996, -2.546, -2.415], [0.610, -6.349, -0.699], [0.406, -4.349, 0.017], [-1.346, -3.799, -1.086], [-0.558, -4.835, 1.876], [-0.843, 1.580, -4.357], [-0.230, 2.357, -3.385], [0.161, 1.790, -2.178], [-0.053, 0.439, -1.916], [-0.646, -0.335, -2.916], [-1.047, 0.227, -4.120], [0.406, -0.435, -0.175], [1.127, 1.151, 0.809], [0.414, 1.891, 1.749], [0.993, 2.977, 2.395], [2.299, 3.347, 2.106], [3.026, 2.622, 1.171], [2.442, 1.535, 0.538], [-1.430, -0.583, 0.632], [-2.600, -0.322, -0.083], [-3.851, -0.420, 0.512], [-3.966, -0.786, 1.845], [-2.817, -1.056, 2.574], [-1.571, -0.956, 1.970], [-1.150, 2.020, -5.300], [-0.058, 3.413, -3.569], [0.633, 2.409, -1.423], [-0.787, -1.398, -2.748], [-1.513, -0.394, -4.878], [-0.608, 1.612, 1.982], [0.424, 3.534, 3.132], [2.752, 4.193, 2.612], [4.054, 2.887, 0.955], [3.027, 0.953, -0.168], [-2.529, -0.036, -1.124], [-4.742, -0.214, -0.072], [-4.942, -0.864, 2.310], [-2.891, -1.358, 3.612], [-0.688, -1.183, 2.555]],
  "atomic_forces_ev_per_a": [[0.9, 0.2, -0.7], [-0.4, -0.6, 1.1], [0.5, 0.5, 0.0], [-0.3, -0.1, 0.2], [1.0, 0.3, -0.2], [-0.1, -0.2, -0.6], [0.3, 0.1, -0.1], [-1.3, -1.1, 0.2], [0.1, 0.0, 0.0], [0.0, 0.0, 0.0], [0.0, 0.0, 0.0], [0.0, 0.1, -0.1], [0.0, 0.0, 0.1], [0.1, -0.3, 0.0], [0.0, 0.0, 0.0], [0.0, 0.0, 0.0], [-1.0, 1.4, 0.3], [0.1, -0.2, -0.1], [0.0, -0.1, -0.1], [0.0, 0.1, 0.0], [0.0, 0.0, 0.0], [0.0, 0.0, 0.0], [0.0, 0.0, -0.1], [0.1, -0.1, -0.1], [0.1, 0.0, 0.0], [-0.1, 0.0, -0.1], [0.0, 0.0, 0.0], [-0.1, 0.0, 0.0], [0.0, 0.0, 0.1], [0.0, 0.0, 0.0], [0.0, 0.0, 0.0], [0.0, 0.0, 0.0], [0.0, 0.0, 0.0], [0.0, 0.0, 0.0], [0.0, 0.0, 0.0], [0.0, 0.0, 0.0], [0.0, 0.0, 0.0], [0.0, 0.0, 0.0], [0.0, 0.0, 0.0], [-0.1, 0.0, -0.1], [0.0, 0.0, 0.0], [0.0, 0.0, 0.0], [0.0, 0.0, 0.0], [0.0, 0.0, 0.0]],
  "mulliken_spin": [4.15, -0.11, 0.01, 0.04, 0.05, 0.02, 0.01, -0.02, 0.01, 0.00, 0.00, 0.00, 0.00, -0.03, 0.01, 0.00, -0.17, 0.00, 0.01, 0.00, 0.00, 0.00, -0.01, 0.00, 0.00, 0.00, 0.00, 0.00, -0.01, 0.00, 0.00, 0.00, 0.01, 0.00, 0.00, 0.00, 0.00, 0.00, 0.01, 0.00, 0.00, 0.00, 0.00, 0.01],
  "s2": 6.208,
  "charge": -2,
  "spin_multiplicity": 5,
  "homo_ev": [-1.3820, -1.5804],
  "orbital_gap_ev": [5.45, 5.64],
  "energy_ev": -425574.704
}

{
  "formula": "C18H15BrN8O4RuS",
  "method": "wB97M-V/def2-TZVPD",
  "species": ["Ru", "N", "C", "S", "N", "N", "C", "C", "C", "C", "C", "C", "C", "O", "H", "H", "H", "H", "H", "H", "H", "Br", "C", "C", "C", "C", "C", "N", "C", "O", "O", "H", "H", "H", "C", "C", "N", "O", "H", "H", "H", "H", "H", "N", "C", "N", "C", "N"],
  "positions_angstrom": [[0.937, -0.366, 0.658], [3.684, 2.820, 1.979], [2.693, 1.946, 1.542], [2.921, 0.256, 1.675], [1.628, 2.482, 1.007], [0.763, 1.553, 0.542], [-0.505, 2.036, 0.179], [-1.588, 1.471, 1.058], [-2.886, 1.937, 0.878], [-3.921, 1.576, 1.720], [-3.626, 0.757, 2.808], [-2.350, 0.285, 3.011], [-1.285, 0.578, 2.127], [-0.125, 0.015, 2.349], [4.288, 2.433, 2.686], [3.330, 3.738, 2.200], [-0.516, 3.127, 0.207], [-3.078, 2.614, 0.050], [-4.926, 1.941, 1.552], [-4.410, 0.476, 3.502], [-2.127, -0.367, 3.846], [-1.191, -2.811, 1.975], [-1.542, -2.152, 0.250], [-2.460, -2.906, -0.477], [-2.842, -2.478, -1.728], [-2.347, -1.270, -2.188], [-1.450, -0.572, -1.398], [-0.980, -1.033, -0.216], [-1.058, 0.783, -1.987], [-1.165, 0.925, -3.188], [-0.616, 1.811, -1.284], [-2.839, -3.816, -0.039], [-3.529, -3.059, -2.329], [-2.639, -0.853, -3.138], [4.090, 0.633, -1.539], [2.623, 0.572, -1.877], [2.178, 1.494, -2.754], [1.874, -0.294, -1.432], [4.677, 0.489, -2.448], [4.317, -0.144, -0.818], [4.343, 1.603, -1.107], [2.769, 2.270, -2.992], [1.182, 1.597, -2.887], [1.442, -2.435, 0.537], [1.773, -3.491, 0.179], [2.203, -4.668, -0.134], [1.445, -5.397, -0.935], [0.839, -6.106, -1.624]],
  "atomic_forces_ev_per_a": [[0.4, 0.9, 0.2], [0.2, -0.1, -0.1], [-0.4, 0.5, -0.2], [0.3, -0.3, 0.2], [0.4, 0.0, 0.2], [-0.2, -0.7, -0.4], [0.4, -0.1, 0.2], [0.0, -0.1, -0.2], [-0.1, 0.1, 0.1], [0.0, 0.0, 0.0], [-0.1, 0.0, 0.0], [0.1, 0.0, 0.0], [-0.2, 0.2, 0.0], [-0.1, -0.5, 0.0], [-0.1, 0.0, 0.0], [0.0, 0.0, 0.0], [0.0, -0.1, 0.0], [0.0, 0.0, 0.0], [0.0, 0.0, 0.0], [0.0, 0.0, 0.0], [0.0, 0.0, 0.0], [0.0, -0.1, 0.1], [-0.1, 0.0, -0.3], [0.0, 0.0, 0.0], [0.1, 0.0, 0.1], [0.0, -0.1, 0.2], [0.1, 0.4, 0.0], [-0.1, 0.0, -0.2], [0.2, -0.3, 0.1], [0.1, 0.0, 0.1], [-0.6, 0.1, -0.2], [0.0, 0.0, 0.0], [0.0, 0.0, 0.0], [0.0, 0.0, 0.0], [0.0, 0.0, 0.0], [0.1, 0.0, 0.0], [0.0, 0.0, 0.1], [-0.3, -0.1, 0.0], [0.0, 0.0, 0.0], [0.0, 0.0, 0.0], [0.0, 0.0, 0.0], [0.0, 0.0, 0.0], [0.0, 0.0, 0.0], [0.0, 0.1, 0.0], [-0.1, 0.2, 0.2], [0.0, 0.0, -0.1], [0.0, -0.1, 0.0], [-0.1, -0.1, -0.1]],
  "mulliken_spin": [0.47, 0.02, 0.07, 0.07, 0.01, 0.34, -0.05, 0.03, 0.00, 0.00, 0.00, 0.00, -0.01, 0.02, 0.00, 0.00, 0.01, 0.00, 0.00, 0.00, 0.00, 0.00, 0.00, 0.00, 0.00, 0.00, 0.00, 0.00, -0.01, 0.00, 0.02, 0.00, 0.00, 0.00, 0.00, 0.00, 0.00, 0.00, 0.00, 0.00, 0.00, 0.00, 0.00, -0.03, 0.02, 0.01, 0.00, 0.00],
  "s2": 0.761,
  "charge": -1,
  "spin_multiplicity": 2,
  "homo_ev": [-4.0040, -4.2308],
  "orbital_gap_ev": [6.27, 6.41],
  "energy_ev": -122482.740
}

{
  "formula": "C18H15CrN4O8S",
  "method": "wB97M-V/def2-TZVPD",
  "species": ["Cr", "C", "C", "C", "C", "C", "C", "C", "S", "O", "O", "N", "C", "C", "C", "C", "C", "N", "H", "H", "H", "H", "H", "H", "H", "H", "H", "H", "H", "O", "C", "C", "O", "C", "C", "O", "C", "O", "O", "N", "C", "N", "O", "H", "H", "H", "H"],
  "positions_angstrom": [[-1.139, -0.801, 0.154], [3.679, 4.060, -3.057], [3.260, 2.738, -2.457], [1.986, 2.218, -2.696], [1.607, 0.995, -2.173], [2.509, 0.287, -1.378], [3.780, 0.778, -1.134], [4.146, 2.002, -1.675], [2.040, -1.266, -0.693], [1.470, -2.047, -1.755], [3.172, -1.766, 0.038], [0.836, -0.868, 0.334], [0.798, -1.010, 1.708], [1.798, -1.207, 2.677], [1.401, -1.262, 3.993], [0.056, -1.134, 4.354], [-0.868, -0.954, 3.358], [-0.502, -0.895, 2.071], [2.814, 4.688, -3.277], [4.216, 3.895, -3.995], [4.345, 4.609, -2.389], [1.281, 2.790, -3.293], [0.624, 0.595, -2.365], [4.462, 0.208, -0.512], [5.135, 2.403, -1.474], [2.827, -1.304, 2.368], [2.148, -1.399, 4.768], [-0.261, -1.170, 5.387], [-1.925, -0.850, 3.568], [-5.256, 3.608, -0.115], [-4.463, 2.743, -0.104], [-2.913, 2.921, -0.123], [-2.341, 3.963, -0.188], [-2.414, 1.557, -0.073], [-3.441, 0.626, -0.068], [-3.093, -0.622, -0.035], [-4.755, 1.220, -0.069], [-5.838, 0.717, -0.052], [-1.198, 1.115, -0.063], [-1.812, -4.974, 0.105], [-2.182, -3.677, 0.077], [-3.482, -3.375, 0.045], [-1.275, -2.805, 0.085], [-2.468, -5.711, -0.079], [-0.833, -5.163, -0.018], [-4.191, -4.082, 0.098], [-3.741, -2.395, 0.121]],
  "atomic_forces_ev_per_a": [[-0.4, 0.3, 0.1], [0.0, -0.1, 0.0], [0.0, 0.1, -0.1], [0.0, 0.0, 0.0], [0.3, 0.0, 0.2], [-0.1, 0.2, -0.2], [0.0, 0.0, 0.1], [0.1, 0.1, 0.0], [0.3, 0.3, -0.1], [-0.2, 0.0, 0.2], [-0.1, -0.2, 0.2], [-0.3, -0.4, 0.5], [0.1, 0.2, -0.1], [-0.1, 0.0, -0.3], [0.1, 0.0, 0.1], [0.1, 0.0, 0.0], [-0.2, 0.0, -0.2], [0.4, 0.0, -0.4], [0.0, 0.0, 0.0], [0.0, 0.0, 0.0], [-0.1, -0.1, 0.0], [0.1, -0.1, 0.1], [-0.1, 0.0, 0.0], [-0.1, 0.1, -0.1], [-0.1, -0.1, 0.0], [0.0, 0.0, 0.0], [0.0, 0.0, -0.1], [0.0, 0.0, -0.1], [0.0, 0.0, 0.0], [-1.2, 1.3, 0.0], [1.3, -1.3, 0.0], [-1.0, -0.6, 0.0], [0.7, 1.0, 0.0], [-1.1, -0.3, -0.2], [0.7, 0.7, 0.0], [0.4, -1.0, 0.2], [0.4, 1.0, -0.1], [-0.9, -0.6, 0.0], [0.9, -1.2, 0.3], [0.0, 0.1, 0.0], [-0.2, -0.1, -0.1], [0.1, 0.1, 0.2], [0.0, 0.4, 0.1], [0.0, 0.0, 0.0], [0.0, 0.0, 0.0], [0.0, 0.0, 0.0], [0.0, 0.1, -0.2]],
  "mulliken_spin": [1.02, 0.00, 0.00, 0.00, 0.00, 0.00, 0.00, 0.00, 0.00, 0.00, 0.00, -0.02, 0.01, -0.01, 0.01, -0.01, 0.01, -0.02, 0.00, 0.00, 0.00, 0.00, 0.00, 0.00, 0.00, 0.00, 0.00, 0.00, 0.00, 0.00, 0.00, 0.00, 0.00, -0.01, 0.02, -0.01, 0.00, 0.00, 0.00, 0.00, 0.00, 0.00, 0.01, 0.00, 0.00, 0.00, 0.00],
  "s2": 0.760,
  "charge": 0,
  "spin_multiplicity": 2,
  "homo_ev": [-8.3381, -8.4141],
  "orbital_gap_ev": [6.94, 7.58],
  "energy_ev": -80506.881
}

Asked for energy above the lowest of the compared OMol25 structures with the same formula, charge and spin across the records above, the calculation gives 89.7 216.7 31.0 kJ/mol in order.